ORCA calculation (wB97M-V/def2-TZVPD) on a cluster of 2 separate species, C2H2BrN3 in total.

CARTESIAN COORDINATES (ANGSTROEM)
1 C -0.36250 -0.62766 -1.50462
2 C -0.06613 0.53991 0.60527
3 N -0.26048 -1.53682 -2.18811
4 N 0.64693 -1.22624 1.32059
5 N -0.22924 0.46883 -0.77238
6 Br 0.05068 2.13910 1.53209
7 H 0.32175 -1.15233 2.24672
8 H -0.10101 1.39522 -1.23956

Forces on atoms 1 to 2 (eV/Å):
C 0.846 0.226 0.420
C 1.147 -5.472 1.308

## Properties
LUMO energy (spin up / spin down)   -0.651 / -0.976 eV
Net charge   0
Relative energy (zero: lowest compared OMol25 entry of this formula, charge and spin)   138.56 kcal/mol

ORCA calculation (wB97M-V/def2-TZVPD) on a cluster of 2 separate species, C2H3N2S2 in total.

CARTESIAN COORDINATES (ANGSTROEM)
1 C -1.57718 -0.65367 -0.01222
2 C 1.65914 0.96408 -0.01846
3 N 0.88877 1.86250 -0.25784
4 N -0.57680 -1.35288 0.13812
5 S 2.33440 -0.42834 -0.08054
6 S -2.67055 0.35564 -0.22130
7 H 0.28893 2.63618 -0.14777
8 H -0.87728 -2.23919 0.36157
9 H 0.53056 -1.14431 0.23843

Forces on atoms 1 to 2 (eV/Å):
C -0.486 2.699 -0.503
C -4.108 3.814 -1.481

## Properties
LUMO energy   -5.755 eV
Net charge   +1
Relative energy (zero: lowest compared OMol25 entry of this formula, charge and spin)   36.81 kcal/mol

ORCA calculation (wB97M-V/def2-TZVPD) on a cluster of 7 separate species, C3H16N2O6 in total.

CARTESIAN COORDINATES (ANGSTROEM)
1 C 0.40823 -2.39222 1.70132
2 C -0.97717 -2.23320 1.66170
3 N -1.18481 -0.87164 1.78536
4 C 0.07431 -0.31709 2.08954
5 N 1.01595 -1.21595 2.00355
6 H 1.03479 -3.22993 1.49753
7 H -1.74109 -2.94684 1.68522
8 H -1.99822 -0.30190 1.65726
9 H -0.05434 0.66787 2.52447
10 H 1.91189 -2.19735 -1.31968
11 H 0.45046 -1.90746 -1.22205
12 O 1.09329 -2.32835 -1.81246
13 H -0.74547 2.76157 -0.94489
14 H -1.89245 2.24474 -1.69094
15 O -1.64319 3.05007 -1.21119
16 H 2.00410 1.69201 2.76183
17 H 1.67130 2.40678 1.52011
18 O 1.23929 2.15103 2.37646
19 H 1.22041 2.88126 0.14891
20 H 1.84808 2.11070 -0.99095
21 O 1.24181 2.85566 -0.81483
22 H -2.08418 -1.97134 -2.44409
23 H -1.10489 -0.92915 -2.76933
24 O -1.81026 -1.10624 -2.10825
25 H 0.77951 0.99269 -3.73435
26 H -0.02711 1.12935 -2.39902
27 O 0.22440 0.51900 -3.10445

Forces on atoms 1 to 2 (eV/Å):
C -1.537 0.307 0.145
C 1.897 0.959 -0.592

## Properties
LUMO energy (spin up / spin down)   3.129 / 2.993 eV
2S+1   2
Net charge   -1
Relative energy (zero: lowest compared OMol25 entry of this formula, charge and spin)   0.00 kcal/mol

ORCA calculation (wB97M-V/def2-TZVPD) on a cluster of 2 separate species, C2H5BrCl2Si in total.

CARTESIAN COORDINATES (ANGSTROEM)
1 C -1.17504 -0.25746 0.90205
2 C 0.44611 0.34693 -2.43824
3 Si 0.44746 -0.74302 1.63465
4 Cl 1.84487 0.68992 1.82007
5 Cl 0.49943 -1.88220 3.27939
6 Br 1.63267 1.82142 -2.29078
7 H -1.91879 -0.97504 0.60387
8 H -1.57163 0.37114 1.76927
9 H -0.84150 0.53210 0.29815
10 H -0.41840 0.69406 -2.99806
11 H 1.05483 -0.59786 -2.58037

Forces on atoms 1 to 2 (eV/Å):
C -0.162 1.360 3.736
C 1.713 -0.054 -0.528

## Properties
LUMO energy (spin up / spin down)   -0.252 / -0.660 eV
Net charge   0
Relative energy (zero: lowest compared OMol25 entry of this formula, charge and spin)   122.07 kcal/mol

ORCA calculation (wB97M-V/def2-TZVPD) on an isolated molecule of C3H3F5NO8PS.

CARTESIAN COORDINATES (ANGSTROEM)
1 O -2.46591 -0.14331 0.42761
2 C -1.37831 -0.53918 0.32466
3 O -1.10733 -1.55036 -0.59749
4 O -2.12752 -2.49355 -0.48872
5 N -0.34740 -0.00501 1.19300
6 P 0.96379 -1.13028 1.50471
7 O 1.46590 -0.88618 2.84685
8 O 2.16739 -1.05477 0.44092
9 O 0.41859 -2.67619 1.47173
10 S 0.17706 1.57338 0.74945
11 O -0.53900 2.48649 1.58113
12 O 1.56984 1.79162 0.98156
13 C -0.24972 2.05912 -0.99720
14 F 0.13600 3.33821 -1.09805
15 F -1.56421 2.07405 -1.23433
16 C 0.52652 1.28732 -2.13632
17 F 0.65277 2.16182 -3.15705
18 F -0.15523 0.25702 -2.62395
19 F 1.75843 0.94815 -1.79487
20 H -2.06884 -2.80338 0.43500
21 H 2.20739 -1.83590 -0.13903
22 H -0.04021 -2.85906 2.31037

Forces on atoms 1 to 2 (eV/Å):
O -2.235 1.084 0.504
C -0.348 -0.161 -0.336

## Properties
LUMO energy   -0.706 eV
Net charge   0

ORCA calculation (wB97M-V/def2-TZVPD) on an isolated molecule of C3H4N2O4.

CARTESIAN COORDINATES (ANGSTROEM)
1 O -0.59224 -2.21240 0.28644
2 C -0.11620 -1.18955 0.17128
3 C 1.35339 -0.90750 -0.32684
4 O 1.75895 0.31913 0.21083
5 C 0.64803 1.09296 0.00994
6 N -0.57294 0.08922 0.53145
7 N -1.95435 0.58803 0.41731
8 O -2.87578 -0.15045 0.59697
9 O -2.04330 1.70308 -0.02017
10 H 1.96766 -1.60868 0.09041
11 H 1.44311 -0.94053 -1.44204
12 H 0.33481 1.15113 -1.06806
13 H 0.64885 2.06557 0.54246

Forces on atoms 1 to 2 (eV/Å):
O -2.917 -5.475 0.340
C 3.309 5.543 -0.617

## Properties
LUMO energy   0.149 eV
Net charge   0
Relative energy (zero: lowest compared OMol25 entry of this formula, charge and spin)   131.62 kcal/mol

ORCA calculation (wB97M-V/def2-TZVPD) on the ion C5H12NOS with charge -1.

CARTESIAN COORDINATES (ANGSTROEM)
1 C -0.51720 1.65615 -2.98448
2 S -1.49673 1.29552 -1.52053
3 C -0.16150 1.04891 -0.27196
4 C -0.70981 0.29828 0.93857
5 C 0.19790 -0.72009 1.63116
6 N -0.59676 -1.86758 2.06162
7 C 1.38148 -1.27444 0.70170
8 O 1.91566 -2.39825 1.15691
9 H 0.33296 2.27783 -2.71581
10 H -0.13294 0.76549 -3.46088
11 H -1.09618 2.30003 -3.60355
12 H 0.66549 0.53660 -0.72814
13 H 0.10259 2.07878 -0.03916
14 H -1.66188 -0.20709 0.75979
15 H -0.98598 1.07810 1.65676
16 H 0.66670 -0.27986 2.51260
17 H 0.09389 -2.56263 2.33140
18 H -0.99479 -2.25386 1.20517
19 H 2.09324 -0.40182 0.68220
20 H 0.90384 -1.37007 -0.31336

Forces on atoms 1 to 2 (eV/Å):
C 0.645 0.291 0.873
S 0.051 -0.402 0.189

## Properties
LUMO energy   3.041 eV
Net charge   -1
Relative energy (zero: lowest compared OMol25 entry of this formula, charge and spin)   54.59 kcal/mol

ORCA calculation (wB97M-V/def2-TZVPD) on a structure of composition C49H50GeN3O3PRhSi.

CARTESIAN COORDINATES (ANGSTROEM)
1 Rh -0.35925 0.98639 0.87851
2 N -2.80292 1.94806 -0.89704
3 P -1.10753 -1.28503 0.09048
4 C -0.41629 -2.60763 1.09164
5 C 0.88302 -3.03733 0.83857
6 C 1.45570 -4.01353 1.64513
7 C 0.73884 -4.54819 2.70589
8 C -0.55338 -4.10590 2.97117
9 C -1.12883 -3.13191 2.17157
10 C -2.23424 -2.01717 -1.07180
11 C -2.68844 -1.24700 -2.15201
12 C -3.53830 -1.80160 -3.09416
13 C -3.94809 -3.12428 -2.96806
14 C -3.49955 -3.89349 -1.90056
15 C -2.64230 -3.35170 -0.95751
16 C -3.62661 1.64740 0.00765
17 C -5.03087 2.03303 0.35653
18 C -5.36808 2.37130 2.52451
19 C -4.03122 2.80317 3.24284
20 C -2.58696 2.20013 3.17702
21 N -2.17269 1.65673 1.88586
22 H -3.19314 2.55399 -1.61552
23 H 1.44746 -2.60500 0.01910
24 H 2.46249 -4.35539 1.43749
25 H 1.18648 -5.31046 3.33253
26 H -1.10834 -4.52304 3.80304
27 H -2.13379 -2.77752 2.37984
28 H -2.35484 -0.22126 -2.25382
29 H -3.87316 -1.20670 -3.93416
30 H -4.60928 -3.55913 -3.70695
31 H -3.81349 -4.92538 -1.80767
32 H -2.28280 -3.95979 -0.13759
33 H -5.71839 2.10819 -0.48094
34 H -6.25589 2.54334 3.12755
35 H -4.18529 3.23331 4.22883
36 H -1.98720 1.93294 4.03939
37 O -0.39351 3.36399 0.54952
38 C -0.99972 3.87360 1.73862
39 C -2.26788 3.11636 2.00270
40 C -3.69296 3.72536 2.05294
41 C -5.00072 3.27469 1.31072
42 C -5.41273 1.12226 1.57971
43 C -4.21143 0.28628 1.80371
44 N -3.14963 0.88143 1.11717
45 H 0.57440 3.41911 0.64978
46 H -1.23987 4.92864 1.62609
47 H -0.31313 3.75295 2.57747
48 H -3.63163 4.79995 2.20528
49 H -5.63152 4.10229 1.00066
50 H -6.36970 0.60757 1.55155
51 H -3.99626 -0.29557 2.69177
52 O 1.85192 2.22002 1.37149
53 C 2.28414 1.29306 0.66474
54 O 1.46084 0.47095 0.09211
55 C 3.74201 1.05946 0.39219
56 C 4.13779 1.31719 -1.07189
57 Ge 3.06230 0.56760 -2.53436
58 C 2.45157 -1.27539 -2.42970
59 C 3.37124 -2.28780 -2.14323
60 C 3.00778 -3.62545 -2.24861
61 C 1.71591 -3.96842 -2.63398
62 C 0.78881 -2.97268 -2.90759
63 C 1.15687 -1.63213 -2.80701
64 C 1.68667 1.83581 -3.10610
65 C 0.53067 2.10007 -2.36682
66 C -0.35536 3.10484 -2.73653
67 C -0.11777 3.84785 -3.88440
68 C 1.00929 3.58019 -4.65239
69 C 1.90990 2.59489 -4.25960
70 C 4.31879 0.44854 -4.04671
71 C 5.58739 1.03099 -4.05320
72 C 6.43690 0.89371 -5.14906
73 C 6.02574 0.17663 -6.26200
74 C 4.76097 -0.40084 -6.28077
75 C 3.92232 -0.26918 -5.18199
76 H 3.95269 0.01813 0.64885
77 H 4.30584 1.70563 1.06148
78 H 5.15203 0.95409 -1.22790
79 H 4.14321 2.39389 -1.25775
80 H 4.39000 -2.03325 -1.86634
81 H 3.73597 -4.40195 -2.04233
82 H 1.43572 -5.01179 -2.72859
83 H -0.22041 -3.23713 -3.20827
84 H 0.43459 -0.85780 -3.05343
85 H 0.30412 1.50824 -1.48924
86 H -1.21792 3.32049 -2.11225
87 H -0.80448 4.63344 -4.17717
88 H 1.19622 4.14539 -5.55750
89 H 2.79366 2.41980 -4.85970
90 H 5.92921 1.61677 -3.20689
91 H 7.41994 1.35002 -5.13036
92 H 6.68832 0.06512 -7.11235
93 H 4.43044 -0.95545 -7.15146
94 H 2.94081 -0.73439 -5.21039
95 C -1.27947 -1.68580 5.84740
96 Si 0.34498 -0.88302 5.43117
97 C 0.66737 0.51988 6.59744
98 C 1.72457 -2.11320 5.46812
99 C 0.17536 -0.20294 3.72965
100 C 0.02354 0.23727 2.60777
101 H -1.21782 -2.18025 6.82214
102 H -1.54951 -2.44179 5.10327
103 H -2.08833 -0.94894 5.89586
104 H 0.86534 0.12960 7.60048
105 H -0.18903 1.19747 6.66481
106 H 1.53855 1.10308 6.28481
107 H 1.71419 -2.67351 6.40791
108 H 2.69388 -1.61350 5.38044
109 H 1.63319 -2.82197 4.64072

Forces on atoms 1 to 2 (eV/Å):
Rh 0.277 0.740 1.129
N -0.098 -0.063 0.204

## Properties
LUMO energy (spin up / spin down)   -3.285 / -5.045 eV
2S+1   5
Net charge   +1
Relative energy (zero: lowest compared OMol25 entry of this formula, charge and spin)   184.33 kcal/mol

ORCA calculation (wB97M-V/def2-TZVPD) on the ion C3H5N2O with charge +1.

CARTESIAN COORDINATES (ANGSTROEM)
1 C 2.12267 0.50976 1.31321
2 C 0.77762 0.15696 0.95023
3 C -0.88505 0.57549 -0.78628
4 N 2.97768 1.11064 0.69238
5 N 0.44860 0.62748 -0.27627
6 O 1.29148 1.12886 -1.02190
7 H 2.42719 0.29318 2.38996
8 H 0.13412 -0.43968 1.59272
9 H -0.92744 1.30055 -1.56028
10 H -1.26606 -0.38188 -1.38586
11 H -1.58052 0.78927 -0.04421

Forces on atoms 1 to 2 (eV/Å):
C -1.084 -0.767 1.528
C -0.403 0.441 -1.087

## Properties
LUMO energy (spin up / spin down)   -8.330 / -8.331 eV
Net charge   +1
Relative energy (zero: lowest compared OMol25 entry of this formula, charge and spin)   160.58 kcal/mol